Entry 1:
{
  "formula": "C9H21FN2NbO3STi",
  "method": "the ωB97M-V functional and the def2-TZVPD basis",
  "e_lumo_ev": -7.8,
  "e_tot_ev": -56994.0153,
  "homo_lumo_gap_ev": 3.52,
  "total_charge": 1,
  "homo_energy_ev": -11.3575,
  "species": ["C", "C", "C", "C", "Nb", "C", "C", "C", "C", "N", "N", "C", "O", "S", "O", "O", "F", "H", "H", "H", "H", "H", "H", "H", "H", "H", "H", "H", "H", "H", "H", "H", "H", "H", "H", "H", "H", "H", "Ti"],
  "xyz": [[-1.780, 0.988, -3.196], [-1.056, 0.644, -1.812], [0.412, 1.305, -1.666], [0.578, 2.126, -0.374], [1.547, 0.936, 1.321], [0.162, -0.834, 1.051], [-1.224, -0.666, 1.779], [-2.186, -1.917, 1.705], [-2.076, -2.782, 0.405], [-0.911, -3.733, 0.403], [3.057, 0.060, 0.063], [2.775, -1.081, -0.341], [2.335, -1.903, -1.033], [3.168, 2.875, 1.820], [4.373, 2.200, 2.288], [3.508, 3.618, 0.605], [2.685, 3.847, 3.052], [-1.279, 0.330, -3.995], [-1.600, 2.077, -3.376], [-2.857, 0.750, -3.074], [-0.894, -0.463, -1.803], [-1.651, 0.893, -0.911], [1.274, 0.561, -1.839], [0.484, 2.086, -2.535], [-0.368, 2.632, -0.051], [1.275, 2.974, -0.625], [2.237, 0.126, 2.788], [0.293, 1.643, 2.437], [0.682, -1.694, 1.555], [0.005, -1.107, -0.020], [-1.767, 0.246, 1.444], [-1.000, -0.507, 2.864], [-3.231, -1.506, 1.720], [-2.124, -2.589, 2.594], [-2.141, -2.193, -0.544], [-2.979, -3.449, 0.399], [-0.302, -3.375, -0.341], [-0.355, -3.576, 1.249], [0.932, 0.455, -4.008]],
  "forces_ev_per_a": [[1.5, 0.4, 1.9], [1.1, -0.9, -0.9], [-1.7, 0.5, -0.3], [-0.2, 1.4, -1.9], [1.6, -2.5, -0.8], [-0.7, 0.6, 0.9], [0.2, -0.7, 0.7], [-0.6, 0.6, -0.9], [-0.9, -1.1, 1.0], [0.2, 1.5, -0.6], [-1.1, -2.1, 0.8], [0.0, 4.5, -0.3], [-0.1, -2.1, -0.4], [2.3, 0.5, 0.0], [-1.4, 0.0, 0.6], [-1.5, 0.4, 0.8], [0.5, -0.2, -1.2], [-0.9, 0.5, 0.2], [-0.5, -0.9, -0.3], [0.7, 0.0, -0.8], [-0.5, 0.7, 0.3], [0.3, 0.0, -0.7], [-0.2, 0.1, 0.2], [0.3, -0.5, -0.1], [0.5, -0.8, -0.4], [-0.1, -0.8, 0.7], [-0.6, 0.4, 0.2], [0.4, -0.3, -0.2], [-0.1, 0.7, -0.6], [0.3, 0.1, 0.6], [0.4, -0.6, 0.1], [-0.2, 0.1, -0.9], [0.8, -0.4, 0.1], [0.3, 0.5, -0.7], [0.3, -0.2, 0.7], [0.6, 0.7, -0.1], [0.1, -0.6, 0.3], [-0.3, -0.2, -0.2], [-0.6, 0.8, 2.0]],
  "mulliken_charge": [-1.154, 0.075, -0.182, -1.526, -0.621, -0.431, -0.386, -0.793, -0.318, -0.639, -0.737, 0.797, -0.488, 0.970, -0.529, -0.548, -0.258, 0.223, 0.379, 0.402, 0.363, 0.278, 0.251, 0.604, 0.343, 0.623, 0.169, 0.163, 0.671, 0.035, 0.219, 0.349, 0.324, 0.319, 0.005, 0.340, 0.271, 0.360, 1.078]
}



Entry 2:
{
  "formula": "C9H21N5",
  "method": "the ωB97M-V functional and the def2-TZVPD basis",
  "e_lumo_ev": -8.1,
  "relative_energy_kcal_mol": 0.0,
  "e_tot_ev": -17107.0904,
  "homo_lumo_gap_ev": 9.47,
  "total_charge": 2,
  "homo_energy_ev": -17.5541,
  "species": ["C", "C", "C", "C", "C", "C", "C", "C", "C", "N", "N", "N", "N", "N", "H", "H", "H", "H", "H", "H", "H", "H", "H", "H", "H", "H", "H", "H", "H", "H", "H", "H", "H", "H", "H"],
  "xyz": [[0.019, 0.570, -3.130], [-0.369, 0.979, -0.672], [-0.214, -1.528, -0.590], [1.852, -2.191, 0.589], [1.567, -2.716, -1.952], [-2.558, 2.421, 1.159], [-0.406, 2.898, 2.349], [1.294, -1.684, -0.753], [-1.166, 1.941, 1.464], [0.202, 1.204, -1.914], [-0.744, -0.289, -0.249], [-0.711, -0.434, -3.226], [-0.974, -2.557, -0.504], [-0.477, 1.957, 0.181], [0.740, 0.985, -3.852], [2.865, -2.031, 0.581], [1.615, -3.281, 0.668], [1.426, -1.616, 1.431], [1.018, -3.639, -1.708], [2.643, -2.797, -2.179], [1.348, -2.119, -2.907], [-3.217, 1.987, 1.916], [-2.538, 3.504, 1.326], [-2.830, 2.089, 0.129], [-0.439, 3.918, 2.213], [0.572, 2.480, 2.346], [-0.766, 2.761, 3.458], [1.631, -0.787, -1.038], [-1.187, 0.850, 1.816], [0.995, 1.853, -1.939], [-1.677, -0.405, 0.067], [-0.721, -0.955, -4.207], [-1.922, -2.453, -0.259], [-0.573, -3.453, -0.738], [-0.318, 2.882, -0.305]],
  "forces_ev_per_a": [[1.0, -1.0, -1.0], [1.1, -0.2, -0.4], [1.7, 1.5, 0.1], [-2.9, -0.4, 0.0], [0.2, 2.8, -0.3], [-0.6, -0.3, 0.2], [-0.6, -3.7, 3.9], [-2.0, -4.3, -0.7], [-0.3, -0.5, 0.3], [0.6, 1.1, 2.2], [0.2, -1.4, -0.9], [-0.8, -2.1, -2.4], [0.9, 0.2, -0.3], [0.7, 0.7, -2.9], [-0.6, -0.1, -0.1], [2.5, 0.1, 0.1], [0.3, 0.9, 0.3], [0.2, -0.5, -0.2], [0.7, 0.1, -1.0], [-0.2, -0.8, 1.1], [-0.9, -1.5, 1.1], [-0.3, 0.2, -0.3], [-0.5, -0.2, -0.7], [-0.4, 0.6, 0.9], [-0.2, 2.1, -1.1], [1.3, 0.4, 0.3], [0.5, 0.2, -2.0], [1.6, 3.5, -0.8], [0.4, 1.7, -0.2], [-0.7, 0.1, 0.3], [-1.1, 0.6, 0.5], [0.1, 1.9, 2.5], [-1.4, -0.4, 0.1], [-0.3, -0.3, 0.2], [-0.3, -1.0, 1.2]],
  "mulliken_charge": [-0.177, 0.276, 0.167, -1.342, -1.149, -1.171, -1.562, -0.104, 0.308, -0.148, 0.053, -0.491, -0.148, -0.146, 0.370, 0.473, 0.333, 0.350, 0.411, 0.427, 0.220, 0.337, 0.367, 0.393, 0.462, 0.463, 0.377, 0.711, 0.290, 0.269, 0.216, 0.295, 0.264, 0.243, 0.365]
}



Entry 3:
{
  "formula": "C9H21N6",
  "method": "the ωB97M-V functional and the def2-TZVPD basis",
  "e_lumo_ev": -4.6,
  "relative_energy_kcal_mol": 91.1,
  "e_tot_ev": -18602.4691,
  "homo_lumo_gap_ev": 8.64,
  "total_charge": 1,
  "homo_energy_ev": -13.1967,
  "species": ["C", "C", "C", "C", "C", "C", "C", "C", "C", "N", "N", "N", "N", "N", "N", "H", "H", "H", "H", "H", "H", "H", "H", "H", "H", "H", "H", "H", "H", "H", "H", "H", "H", "H", "H", "H"],
  "xyz": [[-0.333, -1.887, -0.002], [-4.008, -0.616, 0.227], [-3.145, 1.224, -1.325], [-2.569, 1.631, 1.027], [2.431, 1.503, 0.164], [3.006, -0.615, 1.438], [4.229, 0.155, -0.809], [-2.995, 0.479, 0.062], [2.936, 0.091, 0.061], [-1.611, -1.546, 0.178], [-0.590, 0.266, -0.311], [-1.690, -0.298, -0.064], [0.319, -0.713, -0.275], [0.144, -3.142, 0.029], [2.213, -0.717, -0.871], [-4.922, -0.132, 0.341], [-4.107, -1.152, -0.636], [-3.593, -1.190, 1.078], [-3.029, 0.473, -2.240], [-4.236, 1.599, -1.517], [-2.534, 1.995, -1.535], [-2.098, 1.399, 1.978], [-2.014, 2.314, 0.547], [-3.568, 2.034, 1.270], [1.676, 1.736, 1.011], [3.150, 2.273, 0.530], [2.114, 1.995, -0.714], [2.116, -0.475, 1.925], [3.745, -0.106, 1.927], [2.982, -1.709, 1.265], [4.180, 0.806, -1.619], [4.897, 0.669, -0.231], [4.777, -0.817, -0.893], [-0.479, -3.829, 0.502], [0.615, -3.474, -0.755], [1.990, -0.226, -1.763]],
  "forces_ev_per_a": [[-0.8, 2.1, -0.6], [1.6, 1.7, 3.2], [-4.4, -4.3, -1.9], [-4.6, -2.7, 2.2], [-0.5, 2.5, 3.4], [-0.3, -1.4, -4.0], [0.2, -3.0, 1.3], [2.9, 1.6, -2.5], [-0.9, 0.2, -0.3], [0.0, -3.2, 0.2], [2.2, 0.5, -0.9], [-0.3, 1.1, 0.3], [1.6, -0.8, -0.7], [-1.2, -0.6, 2.5], [-2.8, -0.2, 0.2], [-1.8, 0.5, 1.0], [0.2, -1.7, -2.2], [-1.4, -0.1, -0.4], [-0.1, 1.2, 2.0], [1.8, -0.6, 0.9], [2.3, 2.6, -0.1], [0.0, -0.6, 0.0], [1.9, 2.3, -1.8], [0.5, 0.6, 0.2], [0.5, -1.2, -1.6], [0.6, -1.0, -0.3], [-0.8, -0.1, -1.4], [-2.3, 0.8, 1.2], [2.3, 0.3, 1.8], [1.2, 0.5, 0.4], [-0.6, 0.4, -2.1], [1.7, 1.5, 2.1], [-0.9, 0.6, -0.7], [0.8, 0.9, -0.8], [1.0, -0.6, -1.3], [0.1, 0.0, 0.8]],
  "mulliken_charge": [0.227, -1.610, -1.470, -1.601, -1.587, -1.808, -1.735, 1.270, 1.857, -0.967, -0.851, 1.523, 0.056, -0.423, -0.368, 0.513, 0.448, 0.386, 0.333, 0.360, 0.448, 0.352, 0.532, 0.399, 0.290, 0.406, 0.444, 0.408, 0.502, 0.388, 0.489, 0.521, 0.400, 0.258, 0.225, 0.387]
}



Q: Which formula does entry 3 have?
A: C9H21N6